Record 1
# C4H7NO2

The molecule C4H7NO2 (ωB97M-V/def2-TZVPD, the Open Molecules 2025 dataset).

Cartesian coordinates (Å):
C  1.14978  -0.33979  -1.00129
C  -0.22206  -0.21379  -0.33791
C  -0.78494  -1.58998  0.00462
O  -0.48866  -2.59139  -0.59911
C  -0.11595  0.59876  0.94365
N  -0.61756  1.86185  0.89805
O  0.40195  0.12346  1.94002
H  1.86230  -0.74476  -0.27721
H  1.09067  -1.02454  -1.84936
H  1.51629  0.63239  -1.34540
H  -0.93951  0.24793  -1.03335
H  -1.51528  -1.62168  0.83785
H  -1.00181  2.25698  0.05782
H  -0.50432  2.45187  1.70752

Properties
energy relative to the best compared isomer or geometry (same formula, charge and spin) = 10.81 kcal/mol
molecular weight = 101.10 g/mol
HOMO level = -10.002 eV
2S+1 = 1
total charge = 0
E = -9846.8109 eV
lowest unoccupied orbital energy = 0.65 eV
orbital gap = 0.392 hartree

Atomic partial charges in e from the Mulliken method, atoms 1 to 5: C -1.39; C 0.59; C -0.17; O -0.48; C 0.31


Record 2
# C5H7N

The molecule C5H7N (ωB97M-V/def2-TZVPD, the Open Molecules 2025 dataset).

Cartesian coordinates (Å):
C  -0.01276  2.89787  -0.64212
C  0.27108  1.75512  -0.90686
C  0.56626  0.36670  -1.30935
N  -0.33433  -0.48141  -0.58168
C  0.18086  -1.12214  0.37003
C  -0.72841  -1.55046  1.45222
H  -0.28154  3.91704  -0.46726
H  0.26403  0.19260  -2.33399
H  1.64393  0.15626  -1.15250
H  1.27056  -1.25889  0.44598
H  -1.70128  -1.10445  1.22431
H  -0.78331  -2.63337  1.50626
H  -0.35507  -1.13486  2.39497

Properties
energy relative to the best compared isomer or geometry (same formula, charge and spin) = 65.68 kcal/mol
molecular weight = 81.12 g/mol
HOMO level = -9.815 eV
2S+1 = 1
total charge = 0
E = -6785.6645 eV
lowest unoccupied orbital energy = 1.17 eV
orbital gap = 0.404 hartree

Atomic partial charges in e from the Mulliken method, atoms 1 to 5: C 0.17; C -0.40; C -0.61; N -0.42; C -0.01


Record 3
# F2HPS

The molecule F2HPS in a non-equilibrium geometry (ωB97M-V/def2-TZVPD, the Open Molecules 2025 dataset).

Cartesian coordinates (Å):
F  0.23906  0.83485  1.29203
P  0.01214  -0.07625  -0.00674
F  -0.92067  0.94924  -0.78507
S  1.70340  -0.80852  -0.92709
H  -1.03393  -0.89932  0.42686

Properties
energy relative to the best compared isomer or geometry (same formula, charge and spin) = 4.91 kcal/mol
molecular weight = 102.05 g/mol
HOMO level = -9.996 eV
2S+1 = 1
total charge = 0
E = -25577.0452 eV
lowest unoccupied orbital energy = 0.60 eV
orbital gap = 0.389 hartree

Listed below, in e, are the Mulliken charges computed for each atom: F -0.21; P 0.62; F -0.21; S -0.30; H 0.10


Record 4
# C4H7NO

The molecule C4H7NO in a non-equilibrium geometry (ωB97M-V/def2-TZVPD, the Open Molecules 2025 dataset).

Cartesian coordinates (Å):
C  -0.79992  -1.20069  0.29960
C  0.43930  -0.34556  0.12416
C  0.17645  1.03342  -0.46573
O  -0.28441  0.80354  -1.77617
C  1.64955  -0.16426  2.37079
N  0.92847  0.04147  1.45476
H  -0.54846  -2.18369  0.70903
H  -1.51070  -0.71282  0.97637
H  -1.26689  -1.32348  -0.67912
H  1.18836  -0.85297  -0.49403
H  1.10990  1.62185  -0.44835
H  -0.56885  1.56007  0.15592
H  -0.48761  1.65743  -2.17476

Properties
energy relative to the best compared isomer or geometry (same formula, charge and spin) = 50.43 kcal/mol
molecular weight = 85.11 g/mol
HOMO level = -10.931 eV
2S+1 = 1
total charge = 0
E = -7797.4577 eV
lowest unoccupied orbital energy = 0.67 eV
orbital gap = 0.426 hartree

Atomic partial charges in e from the Mulliken method, atoms 1 to 5: C -1.26; C 0.30; C -0.57; O -0.51; C -0.13


Record 5
# C22H46Cl3F8N2O10

A cluster of 6 separate species, C22H46Cl3F8N2O10 in total in a non-equilibrium geometry (ωB97M-V/def2-TZVPD, the Open Molecules 2025 dataset).

Cartesian coordinates (Å):
C  -1.00911  6.91575  -4.03241
O  -0.44700  6.22665  -2.88942
C  -1.31730  5.23326  -2.29843
C  -0.51003  4.24798  -1.40680
N  0.72536  3.73752  -2.11265
H  0.87513  2.88668  -1.58945
H  0.53291  3.40951  -3.04831
C  2.10967  4.49061  -1.97257
C  3.20535  3.54108  -2.58421
O  2.99980  2.20149  -2.23930
C  3.67840  1.30500  -3.05102
H  -0.30172  7.66843  -4.38051
H  -1.88535  7.52551  -3.81221
H  -1.15735  6.25362  -4.88547
H  -1.94877  4.68232  -2.99543
H  -2.08152  5.74981  -1.71771
H  -1.06908  3.42208  -0.96699
H  -0.04460  4.67510  -0.51852
H  2.20165  4.61790  -0.89394
H  1.94792  5.49039  -2.37553
H  4.12337  3.85171  -2.08536
H  3.14093  3.71422  -3.65844
H  3.25700  0.35400  -2.72524
H  4.74645  1.38086  -2.84703
H  3.47747  1.49796  -4.10482
C  -7.75383  -2.20515  -2.95831
O  -6.38381  -2.10495  -3.35027
C  -6.21296  -1.73410  -4.75494
C  -4.71669  -1.22938  -4.90281
N  -3.73177  -2.39007  -4.61106
H  -2.82277  -1.95714  -4.69101
H  -3.81864  -2.67952  -3.64732
C  -3.73703  -3.67774  -5.43154
C  -2.55315  -4.66863  -5.17220
O  -2.25700  -4.66924  -3.72530
C  -0.98039  -5.23246  -3.35469
H  -8.45107  -1.43095  -3.27856
H  -7.74225  -2.32780  -1.87529
H  -7.97522  -3.16473  -3.42553
H  -6.97998  -0.99518  -4.98682
H  -6.46074  -2.61758  -5.34331
H  -4.43760  -0.46818  -4.17425
H  -4.44331  -1.12700  -5.95299
H  -3.63481  -3.40233  -6.48121
H  -4.73582  -4.11331  -5.40340
H  -1.63751  -4.51177  -5.74237
H  -2.79590  -5.68648  -5.47744
H  -0.96274  -6.31519  -3.47915
H  -0.60575  -5.09314  -2.34062
H  -0.16575  -4.91205  -4.00414
Cl  -1.65728  -0.88156  1.40218
O  -0.36418  -0.50055  1.10466
O  -1.80919  -2.21215  1.86200
O  -2.21135  0.03148  2.31211
O  -2.38719  -0.78852  0.17979
C  3.93327  -3.73273  4.57390
C  4.11295  -3.32660  6.06075
C  4.39526  -4.58245  6.96177
F  4.26290  -4.20373  8.26967
F  3.73433  -5.72689  6.80035
F  5.12365  -2.39443  6.02056
F  2.96729  -2.72457  6.31143
O  5.20044  -4.06616  3.98944
C  5.23339  -4.59297  2.73006
C  6.68070  -4.70730  2.41260
F  7.56477  -5.15936  3.31596
F  6.90071  -5.35748  1.30779
F  4.69150  -5.72164  2.60140
F  4.65270  -3.79954  1.82600
H  3.53848  -2.91158  3.97560
H  3.26493  -4.57988  4.41975
H  5.40894  -4.95873  6.82405
H  7.05881  -3.69906  2.24357
C  3.49143  4.90021  5.87238
C  3.08595  3.60609  5.24213
C  1.78381  4.01740  4.43844
O  2.23887  5.27838  3.91626
C  3.12839  5.96831  4.81572
H  4.57411  5.01454  5.92552
H  3.04155  5.15703  6.83141
H  2.62598  2.88784  5.92083
H  3.92380  3.23184  4.65387
H  0.81257  4.09027  4.92780
H  1.64093  3.28754  3.64158
H  2.73872  6.90448  5.21552
H  4.05736  6.14630  4.27401
C  -7.19925  -1.35460  4.03452
Cl  -8.95495  -1.51755  3.77055
Cl  -6.92756  -0.00536  5.18741
H  -6.87223  -2.28321  4.50234
H  -6.73848  -1.09824  3.08053

Properties
molecular weight = 756.96 g/mol
HOMO level = -9.563 eV
2S+1 = 1
total charge = +1
E = -106300.4763 eV
lowest unoccupied orbital energy = -2.89 eV
orbital gap = 0.245 hartree

Atomic partial charges in e from the Mulliken method, atoms 1 to 5: C -0.78; O -0.29; C -0.52; C -0.75; N -0.24


Record 6
# C22H34FN5NiO8

A structure of composition C22H34FN5NiO8 in a non-equilibrium geometry (ωB97M-V/def2-TZVPD, the Open Molecules 2025 dataset).

Cartesian coordinates (Å):
O  -4.69729  3.29428  -2.19177
H  -4.70395  2.65797  -1.45233
Ni  -1.90390  2.94259  -1.12242
N  -0.23162  3.88789  -1.00719
N  -2.45832  4.82140  -0.80481
O  0.98998  3.27892  -0.91240
O  -3.60685  5.27366  -0.54821
C  -0.19556  5.22549  -0.95220
C  -1.47446  5.77303  -0.79953
C  1.04067  6.02433  -0.99771
C  -1.84742  7.18948  -0.67332
H  1.88191  5.45253  -1.38315
H  1.28270  6.39637  0.00328
H  0.89231  6.91363  -1.61949
H  -2.92095  7.28808  -0.48992
H  -1.60624  7.70665  -1.60430
H  -1.29193  7.66744  0.13306
H  0.74606  2.31637  -0.80801
H  -4.36292  3.93825  -1.61764
O  -0.97791  3.03509  1.88871
H  -0.21182  3.26194  2.45042
H  -1.74214  3.06757  2.48830
C  -2.22807  2.64874  -2.72373
H  -2.26625  1.65153  -2.54770
H  -1.44467  3.41005  -2.75835
H  -2.97001  2.78569  -3.60277
O  -0.19770  1.72403  -5.66248
H  0.43449  2.46560  -5.76629
H  0.20052  1.16131  -4.96859
F  2.85369  -2.17268  -2.00657
C  1.98354  -2.02550  -0.94614
C  1.18914  -0.89588  -0.93890
C  0.19007  -0.74138  0.04579
C  -0.77319  0.33908  0.03193
O  -0.58592  1.36894  -0.72050
C  -1.87541  0.25055  0.93173
C  -1.77174  -0.60743  2.00208
N  -0.74426  -1.49651  2.16478
C  -0.62809  -2.19564  3.37784
C  -1.11932  -1.54115  4.63169
C  -1.87724  -2.68134  4.03829
C  0.13697  -1.70170  1.09206
C  0.92917  -2.85225  1.05511
C  1.86811  -3.04923  0.02177
N  2.59274  -4.25454  -0.02322
C  1.81591  -5.48036  0.10922
C  2.64505  -6.61845  0.67613
N  3.87758  -6.71091  -0.13554
C  4.69085  -5.48231  -0.22488
C  3.79995  -4.39284  -0.80988
C  -3.15006  1.05037  0.86966
O  -3.99636  0.79015  1.73539
O  -3.26146  1.92455  -0.07846
H  1.31047  -0.12682  -1.69628
H  -2.52099  -0.62862  2.79341
H  0.25866  -2.81104  3.48001
H  -0.54258  -1.75504  5.52977
H  -1.56459  -0.54952  4.54527
H  -2.82950  -2.46524  3.55210
H  -1.80467  -3.64137  4.54261
H  0.81665  -3.61287  1.82669
H  1.41680  -5.78639  -0.87932
H  0.95690  -5.28918  0.75797
H  2.95564  -6.44302  1.70588
H  2.11183  -7.56957  0.61306
H  4.46187  -7.47344  0.21608
H  3.57327  -6.90467  -1.09079
H  5.55546  -5.67613  -0.86460
H  5.02822  -5.24538  0.78470
H  3.55105  -4.66042  -1.85331
H  4.34714  -3.44478  -0.81204

Properties
molecular weight = 574.23 g/mol
HOMO level (alpha / beta) = -3.623 / -7.183 eV
2S+1 = 3
total charge = 0
<S²> = 2.3221
E = -90946.0986 eV
lowest unoccupied orbital energy (alpha / beta) = -0.89 / -0.89 eV
orbital gap (alpha / beta) = 0.100 / 0.231 hartree

Atomic partial charges in e from the Mulliken method, atoms 1 to 5: O -0.64; H 0.37; Ni -0.06; N 0.83; N 1.05